226
Properties=species:S:1:pos:R:3:forces:R:3 method="wB97M-V/def2-TZVPD" total_charge=-2 multiplicity=1 e_tot_ha=-4910.25554
O 18.106061 5.822789 9.716261 0.14 -0.19 0.90
O 21.142179 -7.643497 14.253114 0.61 -1.15 0.66
O 21.432996 1.135379 6.286661 -4.79 5.88 -3.17
O 12.903162 -0.457728 12.907165 1.00 -0.57 0.15
O 17.589386 -9.007301 9.193521 -1.16 -0.51 0.38
O 14.526381 4.939770 9.416508 -1.42 -0.18 1.89
O 18.284486 -1.023439 13.918868 0.29 -0.79 0.47
O 22.467986 -2.082695 8.197572 -1.25 0.61 -0.78
O 15.547467 -4.879152 7.853971 -8.75 -0.26 0.11
O 17.470907 0.985398 13.537133 -1.99 1.42 -0.04
O 21.704862 3.362357 11.544182 -0.05 0.48 -0.55
O 24.433273 4.272105 9.997543 3.73 -6.50 2.46
O 15.701730 4.154136 7.757671 -0.23 -0.98 -0.07
O 16.971313 -3.134271 5.447128 0.59 -0.37 -0.04
O 17.244737 -1.195529 6.486919 -0.19 0.54 -0.12
O 23.754632 -2.639164 9.854192 1.36 0.25 1.24
O 14.648730 -2.278443 16.144950 5.00 -4.49 4.60
O 13.809796 -0.697836 10.892471 0.26 -0.59 -0.55
O 23.013868 1.946142 12.545456 4.11 -4.43 -0.54
O 19.457645 -8.469086 8.155899 0.41 0.05 -0.25
O 16.777421 7.259136 10.718597 -2.62 2.49 0.85
O 19.586382 -6.231037 14.953109 -0.88 0.32 0.94
N 13.806547 8.990138 12.247803 -0.61 1.97 -1.61
N 14.137401 -4.941753 7.974847 6.96 1.22 1.36
N 25.202889 3.196932 10.394941 -1.49 7.90 -3.31
N 15.537418 -3.104749 16.857654 -3.11 3.73 -5.49
N 20.550601 2.067686 5.721859 2.85 -6.99 3.91
N 18.246475 -0.949250 10.068875 -0.69 4.40 -0.05
N 18.598090 1.204661 10.646893 -1.42 -2.38 -0.14
N 14.899945 2.550901 14.890358 -0.76 2.13 -1.93
C 14.741003 4.045765 13.043394 -0.62 0.64 -0.02
C 21.752741 -3.811668 9.702035 -1.37 -0.78 0.04
C 18.189435 5.988361 12.069772 0.73 -0.72 1.21
C 13.810300 -0.910433 12.120912 -1.32 1.72 -0.17
C 14.466783 8.925752 13.376644 0.12 -0.91 1.58
C 14.214661 -7.248045 9.136141 0.13 0.44 0.34
C 11.394754 -4.520610 9.060027 0.80 -0.23 1.16
C 23.894494 1.783705 8.986938 0.11 0.07 -1.34
C 22.703938 -2.760750 9.222052 1.10 -0.45 -0.53
C 17.661486 -2.322736 6.105566 -0.55 0.69 0.71
C 15.041057 -1.547252 12.713807 -0.33 0.07 0.51
C 14.778705 2.740912 13.516817 1.08 0.69 2.13
C 13.422950 10.348296 11.740228 -0.03 -0.40 -0.74
C 13.262031 -3.758240 7.412455 -1.23 -0.20 -1.90
C 14.779621 3.626200 15.696019 -0.19 0.32 -0.10
C 19.325483 0.676938 4.042714 -0.59 0.07 0.31
C 16.820797 -4.299237 14.965702 0.66 0.91 -0.29
C 17.584904 -4.886384 18.146178 -1.93 -0.11 -0.86
C 25.336870 2.058443 9.418657 -0.65 -1.87 0.27
C 26.674517 2.372827 12.114224 1.60 -1.70 -0.26
C 14.725879 7.686057 13.924221 0.08 1.28 1.53
C 26.902692 1.159638 11.146130 1.74 0.48 1.45
C 19.706339 3.185869 3.630202 -0.74 0.27 -0.18
C 13.396277 7.922365 11.561708 -0.07 -1.80 1.21
C 13.744594 -2.414690 7.905945 0.34 -0.13 1.31
C 19.182596 4.106133 5.877733 -1.17 -0.78 -1.37
C 22.084139 3.511527 13.892147 0.65 1.27 1.16
C 20.294463 1.841568 4.268594 0.13 2.21 -1.93
C 25.810027 0.844803 10.240806 -1.48 -0.51 0.20
C 14.595461 5.194045 13.877021 -0.27 -1.89 0.60
C 18.393516 0.207778 13.835988 0.46 -0.28 -0.83
C 18.511442 -8.214681 8.919332 0.27 0.11 -0.61
C 19.737882 0.890299 14.058714 -0.15 -0.75 1.09
C 20.428948 -5.966544 12.765158 -0.70 -0.50 -0.09
C 18.106615 -3.239883 10.797443 1.50 -0.80 -0.37
C 19.588242 -0.651545 9.759820 -1.47 1.07 1.77
C 14.860960 2.552721 9.272069 -0.98 -0.83 1.09
C 17.650249 0.246112 10.481927 1.82 -1.95 0.07
C 17.622175 -1.771329 17.190362 -0.42 0.32 -0.83
C 17.622340 6.384836 10.741195 2.19 -1.47 -2.44
C 13.643905 6.637279 12.102474 0.19 1.40 -1.00
C 27.561676 4.165728 10.632383 0.42 1.25 -0.65
C 16.446251 -5.419963 17.278186 0.81 -0.55 -1.15
C 25.808018 4.666567 12.401460 -0.32 -0.17 -0.13
C 12.138503 -5.835761 9.312310 0.31 -0.38 -1.57
C 15.676284 -1.539035 18.814954 -0.54 0.21 -0.59
C 18.297826 2.522127 11.215310 0.31 0.57 0.18
C 26.329577 2.306269 8.173785 -0.45 0.78 1.40
C 18.250425 2.001418 6.934873 1.35 -2.11 0.44
C 14.332659 6.536094 13.317336 -0.40 -1.14 -1.92
C 16.947214 -3.685876 18.819877 1.12 0.79 -0.29
C 17.535308 -2.191222 9.866315 -0.08 -1.31 0.57
C 26.344201 3.643675 11.372626 -1.63 -1.09 1.32
C 19.070539 -2.637727 6.618626 0.66 0.15 0.00
C 14.580079 -5.140890 15.674196 -0.56 1.28 -1.01
C 20.381788 -6.696136 14.096423 0.45 0.64 -0.86
C 15.898649 -4.455626 16.145245 -1.82 -2.06 2.33
C 21.643369 1.572409 3.550231 0.27 0.17 0.54
C 13.700827 -5.791432 9.186611 -0.73 0.75 1.86
C 13.406902 -3.741990 5.881062 1.40 -1.45 -0.54
C 19.796778 0.645174 10.233771 0.29 -0.80 -1.09
C 19.575284 2.756356 6.684999 -1.49 3.91 -2.92
C 11.716945 -4.060122 7.631922 0.30 -1.18 1.41
C 14.213295 -5.034460 10.514707 1.33 -0.15 -0.16
C 18.557802 3.864094 4.393078 1.98 -0.48 2.67
C 22.295027 2.888118 12.550300 -3.25 3.34 -0.47
C 14.548530 4.937491 15.259110 0.59 -1.06 -0.68
C 14.913091 1.195062 15.438035 0.02 0.67 -0.01
C 18.443767 -6.846926 9.571438 0.90 0.33 -0.04
C 20.287344 3.284517 7.855919 2.31 -0.59 2.33
C 15.007027 3.966631 8.792352 1.83 1.38 -2.25
C 16.462538 -2.511565 17.884999 0.17 -0.72 2.01
H 20.115766 0.338570 14.919462 0.58 0.20 0.16
H 18.443784 -1.433049 17.821733 -0.50 -0.11 0.75
H 26.445826 4.595498 13.282509 0.58 0.45 -0.28
H 10.349989 -4.652463 9.341408 -0.30 -0.17 -0.80
H 27.628125 2.520503 12.621089 0.28 0.29 -0.07
H 28.158730 3.534641 9.974077 -0.65 -0.44 0.12
H 18.490182 4.698010 6.476350 -0.14 -0.43 0.36
H 27.778269 1.244406 10.502484 0.55 0.81 0.25
H 14.553000 0.607735 14.593355 0.07 -0.81 0.54
H 17.724230 -3.260953 19.455319 -0.37 0.47 0.37
H 16.850203 -6.306054 16.788533 -0.10 0.05 -0.64
H 19.102701 -3.523851 7.252538 0.12 -0.42 -0.51
H 25.995092 3.240545 7.722861 0.23 -0.10 -0.36
H 13.335783 5.778699 11.524292 0.00 -0.16 -0.21
H 14.232523 11.076980 11.698814 0.32 -0.49 0.45
H 13.931464 -7.753662 10.059317 -0.49 0.23 0.12
H 14.810736 1.842359 12.918497 -0.07 -0.02 -0.22
H 14.775597 -2.241424 7.597543 0.00 0.11 -0.13
H 14.447846 -3.719087 5.558562 0.39 0.84 0.37
H 26.038389 2.111808 12.959982 -0.80 0.09 -0.55
H 11.854280 -6.411663 10.193025 0.31 0.54 0.43
H 13.672703 -2.332547 8.990461 0.12 0.13 0.14
H 18.751345 2.712293 12.188070 0.94 -0.40 -0.41
H 15.294375 -4.895967 10.500613 0.19 -0.04 -0.58
H 18.183973 -3.009811 11.860070 -0.34 0.45 -0.05
H 13.086573 -1.639218 7.513849 0.06 -0.12 -0.24
H 12.720162 8.137518 10.747483 0.45 -0.38 -0.36
H 16.593429 0.316183 10.693217 0.08 0.12 0.10
H 21.122552 -5.127865 12.825530 -0.28 0.12 -0.13
H 18.576135 3.270151 10.472943 -0.27 0.27 0.29
H 20.495919 3.910480 3.431181 0.30 -0.06 0.34
H 14.688223 4.183912 11.973568 0.20 -0.01 -0.50
H 13.711533 -7.775907 8.325999 0.40 -0.03 -0.17
H 21.595333 1.571750 2.461291 -0.77 -0.31 0.04
H 20.071285 4.729865 5.781350 0.19 -0.05 -0.24
H 17.664501 5.103669 12.430149 -0.36 -0.07 0.25
H 19.516680 -1.854161 7.231081 -0.68 0.37 0.23
H 15.310319 -0.669136 18.269571 -0.09 -0.12 -0.25
H 18.772386 0.822161 3.114761 0.71 0.01 -0.51
H 15.118371 1.715135 8.623773 0.39 0.46 -0.33
H 17.828257 -5.668154 18.865697 0.22 0.20 0.09
H 17.698091 3.194474 4.368675 -0.13 0.22 0.42
H 20.802402 2.531054 8.451837 -0.25 -0.50 -0.08
H 27.313866 5.070769 10.077782 -0.27 -0.05 -0.28
H 17.104337 -0.903862 16.781168 0.56 0.15 -0.49
H 15.629731 -5.841280 17.864586 -0.24 0.52 0.26
H 13.843524 -4.056467 10.822780 -0.63 0.14 -0.92
H 12.855786 -2.948460 5.376390 -0.09 -0.06 0.42
H 14.109316 -4.461662 14.963474 -0.32 0.35 0.19
H 17.740511 2.374341 7.823145 0.18 0.49 -0.15
H 23.705975 2.381944 8.095495 -0.35 0.05 -0.05
H 27.379784 2.369665 8.458659 -0.14 0.40 0.42
H 17.512416 1.815447 6.154584 0.36 0.72 -0.22
H 21.612012 2.827164 14.597014 -0.24 0.16 -0.19
H 20.209669 -1.400207 9.291067 0.39 0.25 0.13
H 16.087273 -3.995239 19.413926 0.11 -0.13 0.17
H 10.982200 -3.306699 7.348000 0.88 0.71 -0.21
H 20.710493 -6.649453 11.963614 0.30 0.04 0.08
H 17.658659 -4.225833 10.673626 -0.39 0.10 -0.09
H 13.844030 -5.404993 16.433521 0.28 0.21 0.27
H 22.147440 -4.651500 10.273881 0.60 0.48 0.22
H 14.118484 -5.607435 11.437096 -0.61 -0.78 -0.38
H 21.187342 -4.322069 8.922340 -0.12 0.43 -0.42
H 20.468777 0.768678 13.259271 -0.22 0.15 -0.13
H 24.986026 0.459723 10.841496 -0.42 0.10 -0.24
H 12.599279 10.762334 12.321823 0.00 -0.23 -0.02
H 15.236659 -2.549229 12.331870 0.04 -0.03 -0.03
H 16.479729 -2.177892 10.137743 -0.13 1.17 -0.57
H 27.173721 0.285168 11.737684 -0.31 -0.06 0.23
H 18.159544 -2.289006 16.395785 -0.57 -0.18 -0.26
H 25.686543 5.678594 12.015256 0.38 -0.04 0.03
H 20.704836 1.228767 10.198383 -0.10 -0.02 0.24
H 19.227320 5.655773 12.053239 0.12 0.06 -0.44
H 14.839895 -1.556127 13.785052 0.48 -0.38 0.26
H 26.136441 0.001285 9.632499 -0.40 0.22 -0.53
H 14.808779 3.416680 16.755102 -0.01 -0.11 0.04
H 15.893755 -0.899785 12.509382 0.18 -0.18 0.18
H 15.294510 -7.390911 9.176430 0.18 0.28 -0.71
H 13.833344 2.347652 9.572164 -0.28 0.11 0.03
H 21.676469 4.522421 13.890357 -0.77 -0.26 -0.19
H 17.848727 -4.301867 15.328260 0.14 -0.25 -0.50
H 19.769979 3.862339 8.621788 -0.98 0.04 -0.57
H 14.560179 9.856871 13.915794 0.53 -0.05 -0.07
H 28.300083 4.539944 11.341471 -0.25 -0.20 0.57
H 18.436300 -4.721696 17.485791 0.20 0.38 0.31
H 23.133859 2.014126 9.732887 0.30 0.03 0.27
H 21.136536 3.921928 7.609580 -0.08 0.22 -0.60
H 22.342106 2.391064 3.722446 0.05 0.04 0.47
H 14.222727 1.266384 16.278520 -0.08 -0.67 -0.08
H 11.815059 -6.508180 8.517735 -0.13 -0.20 -0.31
H 19.123385 -3.400550 10.439003 0.15 -0.21 0.35
H 26.385746 1.481463 7.463404 -1.08 -0.13 0.17
H 18.326803 -7.019596 10.641299 -0.44 0.43 0.03
H 15.404258 2.434663 10.209610 0.33 0.00 0.12
H 23.806837 0.734946 8.703146 0.00 -0.12 0.03
H 13.165798 -4.720757 5.466350 -0.83 -0.07 -0.03
H 18.463352 0.666296 4.709582 0.52 -0.44 0.67
H 17.707898 -2.500327 8.835411 -0.43 0.10 -0.01
H 16.216862 -1.111219 19.659250 0.73 -0.44 -0.25
H 21.026777 -3.303067 10.336382 -0.04 -0.09 0.18
H 16.650045 -3.403224 14.368958 -0.02 0.36 0.29
H 18.652599 1.009434 7.140608 -0.61 -0.57 0.49
H 11.684055 -3.802857 9.827647 0.44 0.42 -0.21
H 15.063924 7.626599 14.948227 0.60 0.20 -0.09
H 22.096276 0.644320 3.898993 -0.05 0.06 -0.07
H 14.815364 -2.023786 19.275312 -0.10 -0.20 -0.23
H 18.259519 4.848552 4.032567 0.18 -0.18 -0.37
H 19.268057 2.995685 2.650487 0.49 -0.75 -0.23
H 19.533375 1.920913 14.348708 0.35 0.05 -0.29
H 17.714567 -6.190139 9.097090 -0.55 -0.26 0.29
H 19.828269 -2.632233 5.835095 -0.16 -0.91 -0.37
H 19.383473 -6.319235 9.408376 0.23 -0.09 0.13
H 11.476983 -4.902132 6.982655 0.04 -0.14 -0.14
H 15.928958 0.991737 15.776825 -0.06 -0.38 -0.37
H 24.855340 4.415530 12.867806 -0.32 -0.50 -0.68
H 19.390025 -5.695576 12.577241 0.15 0.72 -0.27
H 14.700511 -6.001017 15.015588 0.86 -0.26 0.52
H 17.270603 2.602881 11.570818 -0.27 -0.40 -0.98
H 16.616494 -5.105417 14.261122 0.35 -0.32 0.36
H 23.078167 3.696509 14.299311 0.35 -0.27 0.20
H 19.913557 -0.240820 4.040478 -0.51 -0.16 0.20
H 14.317565 5.688006 16.000579 0.17 0.06 0.00
H 13.145673 10.204077 10.696001 -0.28 0.10 0.18
H 18.138500 6.783447 12.813637 -0.34 0.12 0.09